Record 1
Below is a 4-piece molecular cluster, C59H46F3N2O8 overall at a distorted geometry, with properties calculated with ωB97M-V with the def2-TZVPD basis set.

- total energy (Eh) = -3286.3393
- largest force on an atom (eV Å⁻¹) = 4.561
- net charge = +1
- HOMO-LUMO gap (eV) = 7.58

Geometry (Å):
O 0.38 -3.69 -2.68
N 0.03 -2.55 -2.76
O -1.30 -2.52 -3.03
C -1.92 -1.29 -2.55
C -1.85 -1.05 -0.96
C -1.52 -2.27 0.03
C -2.76 -3.24 0.35
C -3.28 -3.94 -1.02
C -4.55 -3.44 -1.75
C -4.98 -4.11 -3.08
C -4.12 -5.28 -3.64
C -2.84 -5.78 -2.90
C -2.39 -5.12 -1.57
C -3.27 -0.30 -0.62
C -2.74 0.60 0.64
N -1.24 0.75 0.55
C -0.92 0.30 -0.88
C 0.63 0.17 -1.21
C 1.04 0.61 -2.70
C 0.27 1.88 -3.26
F -0.04 3.04 -2.48
C -0.22 1.90 -4.61
F 0.17 2.91 -5.53
F -1.09 0.91 -5.15
H -3.03 -1.34 -2.87
H -1.48 -0.39 -3.10
H -1.21 -1.80 1.04
H -0.64 -2.92 -0.29
H -3.63 -2.73 0.88
H -2.44 -4.12 1.02
H -5.09 -2.55 -1.27
H -5.91 -3.68 -3.59
H -4.44 -5.74 -4.62
H -2.17 -6.62 -3.31
H -1.43 -5.44 -1.02
H -4.10 -0.92 -0.14
H -3.71 0.29 -1.51
H -3.10 1.69 0.64
H -2.91 0.20 1.69
H -0.69 0.28 1.29
H -0.83 1.71 0.56
H -1.58 1.03 -1.47
H 1.20 0.86 -0.48
H 1.04 -0.89 -1.01
H 2.18 0.82 -2.70
H 0.90 -0.23 -3.49
C 4.31 3.48 6.43
C 3.05 2.98 6.10
C 2.81 2.51 4.81
C 3.82 2.55 3.85
C 5.07 3.08 4.17
C 5.31 3.54 5.47
C 6.13 3.19 3.15
O 7.22 3.65 3.43
C 5.84 2.73 1.77
C 6.82 2.87 0.78
C 6.56 2.43 -0.52
C 5.33 1.84 -0.82
C 4.36 1.70 0.16
C 4.61 2.16 1.46
C 3.56 2.03 2.49
O 2.48 1.52 2.22
H 4.50 3.84 7.43
H 2.27 2.94 6.84
H 1.83 2.11 4.56
H 6.29 3.94 5.73
H 7.77 3.33 1.01
H 7.31 2.55 -1.29
H 5.14 1.49 -1.83
H 3.41 1.25 -0.08
C -11.39 2.73 -4.01
C -11.15 2.27 -5.30
C -9.84 2.12 -5.76
C -8.77 2.46 -4.92
C -9.01 2.95 -3.64
C -10.33 3.07 -3.18
C -7.89 3.35 -2.77
O -8.10 3.78 -1.64
C -6.51 3.25 -3.28
C -5.44 3.68 -2.49
C -4.14 3.57 -2.96
C -3.89 3.02 -4.22
C -4.95 2.59 -5.01
C -6.26 2.71 -4.55
C -7.38 2.29 -5.41
O -7.17 1.81 -6.51
H -12.41 2.83 -3.65
H -11.98 2.01 -5.95
H -9.66 1.76 -6.76
H -10.52 3.44 -2.18
H -5.62 4.11 -1.51
H -3.31 3.91 -2.35
H -2.87 2.92 -4.58
H -4.75 2.17 -5.99
C 7.95 0.45 3.97
C 8.86 -0.22 4.78
C 8.62 -1.53 5.17
C 7.45 -2.18 4.76
C 6.52 -1.50 3.97
C 6.78 -0.19 3.57
C 5.26 -2.16 3.57
O 4.45 -1.56 2.87
C 4.99 -3.54 4.03
C 3.77 -4.15 3.71
C 3.52 -5.45 4.13
C 4.47 -6.15 4.86
C 5.68 -5.54 5.19
C 5.93 -4.23 4.78
C 7.21 -3.58 5.17
O 8.04 -4.19 5.81
H 8.14 1.47 3.66
H 9.77 0.28 5.11
H 9.34 -2.05 5.80
H 6.07 0.34 2.94
H 3.03 -3.61 3.13
H 2.57 -5.92 3.88
H 4.27 -7.16 5.18
H 6.42 -6.09 5.77

Record 2
Below is C42H40IN5O2P2RhS as an isolated structure, with properties calculated with ωB97M-V with the def2-TZVPD basis set.

- total energy (Eh) = -3537.8369
- largest force on an atom (eV Å⁻¹) = 0.889
- energy relative to the best compared isomer or geometry (same formula, charge and spin) (eV) = 0.0000
- net charge = +1
- HOMO-LUMO gap (eV) = 7.44

Geometry (Å):
Rh 0.32 0.18 -0.24
C 3.19 -2.52 3.73
C 2.92 -1.05 4.00
N 3.25 -0.18 2.88
C 2.47 0.04 1.81
S 0.84 -0.60 1.85
N 3.02 0.73 0.83
N 2.20 0.93 -0.23
C 2.65 1.41 -1.33
C 4.08 1.77 -1.57
C 1.65 1.55 -2.40
C 1.93 2.18 -3.60
C 0.93 2.31 -4.55
C -0.33 1.81 -4.28
C -0.54 1.19 -3.06
N 0.42 1.06 -2.14
H 2.94 -3.12 4.60
H 4.25 -2.68 3.49
H 2.60 -2.87 2.89
H 3.51 -0.70 4.85
H 1.87 -0.89 4.27
H 4.20 0.14 2.78
H 4.67 1.54 -0.69
H 4.18 2.84 -1.80
H 4.45 1.20 -2.42
H 2.92 2.55 -3.79
H 1.13 2.80 -5.49
H -1.14 1.88 -4.99
H -1.50 0.76 -2.81
C -3.67 1.43 -0.70
N -2.53 0.95 0.10
P -1.09 1.83 0.52
C -1.09 3.49 -0.18
C -2.13 4.40 0.01
C -2.02 5.70 -0.45
C -0.86 6.12 -1.08
C 0.20 5.24 -1.23
C 0.09 3.93 -0.79
C -1.21 2.19 2.28
C -2.45 2.27 2.90
C -2.53 2.67 4.23
C -1.38 3.00 4.92
C -0.14 2.94 4.29
C -0.06 2.54 2.97
P -1.82 -0.60 -0.16
C -2.28 -1.61 1.26
C -3.21 -1.18 2.20
C -3.52 -2.00 3.28
C -2.90 -3.23 3.41
C -1.97 -3.66 2.48
C -1.65 -2.85 1.40
C -2.52 -1.43 -1.59
C -1.67 -1.81 -2.63
C -2.19 -2.50 -3.73
C -3.54 -2.80 -3.78
C -4.38 -2.45 -2.73
C -3.87 -1.78 -1.63
H -3.75 2.51 -0.63
H -4.60 1.00 -0.34
H -3.56 1.18 -1.76
H -3.02 4.11 0.57
H -2.84 6.39 -0.29
H -0.78 7.14 -1.43
H 1.12 5.57 -1.70
H 0.93 3.26 -0.89
H -3.35 2.00 2.36
H -3.50 2.72 4.72
H -1.44 3.31 5.96
H 0.76 3.21 4.83
H 0.91 2.49 2.48
H -3.68 -0.21 2.09
H -4.24 -1.67 4.01
H -3.15 -3.87 4.26
H -1.49 -4.62 2.59
H -0.91 -3.17 0.67
H -0.61 -1.61 -2.57
H -1.53 -2.80 -4.53
H -3.94 -3.34 -4.62
H -5.43 -2.71 -2.76
H -4.52 -1.53 -0.80
I 5.37 -7.17 -0.97
C 4.26 -5.43 -1.23
C 4.38 -4.70 -2.41
C 3.64 -3.54 -2.57
C 2.78 -3.11 -1.58
C 2.66 -3.85 -0.41
C 3.40 -5.01 -0.23
C 2.00 -1.84 -1.77
O 2.28 -1.07 -2.69
O 1.10 -1.64 -0.87
H 5.06 -5.04 -3.19
H 3.73 -2.95 -3.48
H 1.98 -3.51 0.37
H 3.31 -5.58 0.69

Record 3
Below is an isolated ion of composition C7H10BINO4 and charge +1 at a distorted geometry, with properties calculated with ωB97M-V with the def2-TZVPD basis set.

- total energy (Eh) = -950.5567
- largest force on an atom (eV Å⁻¹) = 4.910
- energy relative to the best compared isomer or geometry (same formula, charge and spin) (eV) = 5.5904
- net charge = +1
- HOMO-LUMO gap (alpha / beta) (eV) = 6.56 / 6.58

Geometry (Å):
B -0.48 -2.78 0.44
C -0.55 -0.07 -1.34
C 0.51 -0.67 1.12
C -0.30 -4.12 0.88
C -1.87 -1.83 -0.62
C -0.26 1.42 -1.08
C 1.39 0.48 0.56
C 1.09 2.87 0.34
N 0.33 1.56 0.28
O 0.10 -0.67 -2.16
O -0.36 -0.34 1.91
O -1.53 -0.52 -0.60
O 0.61 -1.76 0.47
I -2.08 -2.77 -2.50
H -0.39 -4.70 1.75
H -2.67 -1.95 0.03
H 0.44 1.84 -1.71
H -1.08 2.01 -1.08
H 2.01 0.76 1.38
H 1.85 0.39 -0.35
H 2.09 2.90 -0.01
H 0.53 3.70 -0.07
H 0.94 2.99 1.41
H -0.33 1.23 0.96

Record 4
Below is C31H20Cl2N2O3PS5V as an isolated structure at a distorted geometry, with properties calculated with ωB97M-V with the def2-TZVPD basis set.

- total energy (Eh) = -5725.3566
- largest force on an atom (eV Å⁻¹) = 1.801
- energy relative to the best compared isomer or geometry (same formula, charge and spin) (eV) = 0.8754
- net charge = -2
- HOMO-LUMO gap (alpha / beta) (eV) = 3.89 / 5.14
- spin multiplicity = 3

Geometry (Å):
V -0.03 0.19 0.12
Cl 2.86 -1.12 -4.03
C 3.28 -1.30 -2.36
C 4.54 -1.82 -2.03
C 4.94 -1.97 -0.73
Cl 6.52 -2.63 -0.38
C 4.09 -1.58 0.33
C 4.38 -1.64 1.71
C 3.45 -1.20 2.62
C 2.22 -0.70 2.17
N 1.93 -0.63 0.89
C 2.83 -1.06 -0.02
C 2.35 -0.94 -1.37
O 1.17 -0.52 -1.53
H 5.20 -2.10 -2.83
H 5.34 -2.02 2.04
H 3.65 -1.23 3.69
H 1.46 -0.34 2.85
S 1.55 7.57 -1.38
C 1.20 5.96 -1.07
S 1.40 5.22 0.46
C 0.86 3.62 0.04
C 0.46 3.44 -1.24
S -0.04 1.95 -1.92
S 0.55 4.88 -2.23
S 0.81 2.37 1.25
O -2.36 2.17 0.30
N -2.21 0.83 -0.06
C -3.37 0.26 -0.14
C -3.68 -1.11 -0.36
C -5.08 -1.40 -0.44
C -5.59 -2.65 -0.64
C -4.71 -3.75 -0.79
C -3.37 -3.52 -0.70
C -2.80 -2.24 -0.50
P -1.02 -2.15 -0.39
C -0.41 -2.97 -1.91
C 0.83 -3.60 -1.95
C 1.30 -4.18 -3.12
C 0.53 -4.13 -4.28
C -0.69 -3.48 -4.26
C -1.16 -2.91 -3.08
C -0.57 -3.41 0.88
C -0.48 -3.01 2.21
C -0.22 -3.93 3.22
C -0.04 -5.27 2.92
C -0.14 -5.69 1.60
C -0.40 -4.77 0.59
H -1.47 2.43 0.59
H -4.22 0.93 0.01
H -5.76 -0.56 -0.33
H -6.67 -2.79 -0.69
H -5.09 -4.75 -0.95
H -2.69 -4.36 -0.81
H 1.45 -3.64 -1.06
H 2.27 -4.66 -3.13
H 0.90 -4.57 -5.20
H -1.29 -3.41 -5.16
H -2.12 -2.41 -3.06
H -0.62 -1.96 2.45
H -0.15 -3.58 4.25
H 0.16 -5.98 3.71
H -0.01 -6.73 1.35
H -0.46 -5.12 -0.43
O -0.48 -0.11 1.64

Record 5
Below is one molecule with the formula C18H20N2O6S at a distorted geometry, with properties calculated with ωB97M-V with the def2-TZVPD basis set.

- total energy (Eh) = -1657.0370
- largest force on an atom (eV Å⁻¹) = 1.244
- energy relative to the best compared isomer or geometry (same formula, charge and spin) (eV) = 2.1927
- HOMO-LUMO gap (eV) = 8.49

Geometry (Å):
C -6.43 -2.37 0.26
C -6.71 -1.10 1.05
C -5.42 -0.35 1.40
N -4.69 0.12 0.24
S -3.52 -0.86 -0.45
O -3.91 -1.18 -1.80
O -3.20 -1.92 0.46
C -2.16 0.29 -0.52
C -1.98 1.08 -1.64
C -0.96 2.00 -1.67
C -0.12 2.15 -0.57
O 0.86 3.09 -0.70
C 1.67 3.39 0.42
C 2.69 2.29 0.77
O 3.10 2.16 1.90
N 3.05 1.57 -0.32
C 3.96 0.51 -0.42
C 4.11 -0.08 -1.67
C 5.00 -1.14 -1.87
C 5.71 -1.57 -0.78
C 5.56 -0.97 0.47
C 4.69 0.07 0.69
O 6.39 -1.59 1.37
C 7.07 -2.59 0.65
O 6.64 -2.57 -0.70
C -0.30 1.34 0.55
C -1.33 0.42 0.57
H -5.90 -2.15 -0.67
H -5.80 -3.05 0.84
H -7.36 -2.88 0.02
H -7.36 -0.44 0.47
H -7.22 -1.35 1.98
H -5.64 0.51 2.03
H -4.73 -1.01 1.93
H -5.29 0.51 -0.48
H -2.64 0.94 -2.49
H -0.79 2.63 -2.53
H 1.07 3.61 1.31
H 2.22 4.29 0.15
H 2.59 1.82 -1.18
H 3.53 0.28 -2.50
H 5.11 -1.60 -2.84
H 4.58 0.52 1.66
H 8.15 -2.41 0.70
H 6.84 -3.58 1.09
H 0.36 1.42 1.41
H -1.48 -0.22 1.42

Record 6
Below is an isolated ion of composition C2H7O2P2S and charge -1 at a distorted geometry, with properties calculated with ωB97M-V with the def2-TZVPD basis set.

- total energy (Eh) = -1311.8585
- largest force on an atom (eV Å⁻¹) = 2.859
- energy relative to the best compared isomer or geometry (same formula, charge and spin) (eV) = 0.3478
- net charge = -1
- HOMO-LUMO gap (eV) = 8.17

Geometry (Å):
C -1.07 -0.20 -1.43
C 0.48 -0.30 -0.88
S 1.32 -1.90 -1.20
P 0.51 -0.08 1.03
O 1.94 -0.11 1.51
O -0.54 -1.05 1.56
P -0.38 2.02 1.20
H -1.18 0.91 -1.86
H -1.64 -0.27 -0.51
H -1.35 -0.94 -2.29
H 1.16 0.40 -1.52
H 1.31 -2.35 0.07
H 0.49 2.62 2.24
H -1.05 1.25 2.08

Record 7
Below is C9H52NO20V as an isolated structure at a distorted geometry, with properties calculated with ωB97M-V with the def2-TZVPD basis set.

- total energy (Eh) = -2877.3792
- largest force on an atom (eV Å⁻¹) = 3.965
- HOMO-LUMO gap (eV) = 2.09

Geometry (Å):
O 4.98 -3.92 0.29
V 4.55 -5.18 -0.58
O 3.79 -4.71 -1.93
C -1.20 0.25 2.05
C -0.44 0.59 0.80
C 1.00 0.94 1.11
C 1.92 -0.26 1.39
C 1.93 -1.10 0.11
C 0.47 -1.63 -0.19
N -0.44 -0.48 -0.22
O -1.59 -0.65 -0.95
C 0.08 -2.70 0.80
C 0.56 -2.39 -1.56
C -0.99 1.92 0.17
H -0.74 -0.45 2.73
H -2.21 -0.06 1.78
H -1.41 1.18 2.58
H 1.02 1.65 1.95
H 1.50 1.58 0.38
H 1.68 -0.75 2.33
H 2.86 0.29 1.55
H 2.61 -1.95 0.17
H 2.29 -0.58 -0.78
H -0.95 -2.96 0.55
H 0.05 -2.33 1.83
H 0.77 -3.54 0.75
H 1.33 -3.15 -1.41
H 0.81 -1.70 -2.37
H -0.30 -3.02 -1.81
H -2.07 1.86 0.02
H -0.50 2.12 -0.78
H -0.80 2.78 0.81
O 0.46 5.23 1.93
H 0.86 4.86 2.73
H 0.82 4.70 1.21
O 0.61 -4.62 3.26
H 0.81 -3.70 3.08
H 0.97 -5.10 2.51
O -4.44 -0.03 0.24
H -4.30 -0.95 0.01
H -3.56 0.28 0.49
O 4.99 -0.70 -0.78
H 4.45 -1.49 -0.70
H 4.80 -0.36 -1.66
O -1.81 -1.52 4.95
H -1.98 -0.59 5.15
H -1.76 -1.55 3.99
O -2.83 1.20 4.98
H -3.40 1.72 4.41
H -2.42 1.84 5.57
O -2.35 5.52 2.85
H -2.81 5.80 2.05
H -1.53 5.12 2.53
O -2.96 2.23 -2.14
H -2.64 2.75 -1.40
H -2.69 1.33 -1.94
O -0.23 4.82 -2.34
H -0.40 4.14 -1.67
H -1.07 5.28 -2.42
O -0.29 -2.36 -4.93
H -0.30 -2.33 -5.89
H 0.09 -3.22 -4.72
O 1.76 4.11 4.11
H 2.07 4.19 5.02
H 2.12 3.28 3.80
O -4.12 -3.30 0.22
H -3.24 -2.91 0.17
H -4.42 -3.34 -0.69
O -1.99 -0.82 -3.68
H -1.91 -0.94 -2.73
H -1.42 -1.52 -4.06
O 2.30 0.54 -4.22
H 1.59 0.80 -3.59
H 2.10 1.02 -5.02
O 1.67 3.95 -0.10
H 2.37 4.60 0.08
H 1.90 3.59 -0.96
O 1.22 -4.75 -4.66
H 1.69 -5.56 -4.86
H 0.99 -4.82 -3.73
O 0.13 0.95 -2.76
H -0.37 0.38 -3.36
H -0.07 0.61 -1.88

Record 8
Below is a 13-piece molecular cluster, H26O13 overall, with properties calculated with ωB97M-V with the def2-TZVPD basis set.

- total energy (Eh) = -993.7085
- largest force on an atom (eV Å⁻¹) = 0.944
- energy relative to the best compared isomer or geometry (same formula, charge and spin) (eV) = 1.7621
- HOMO-LUMO gap (eV) = 9.19

Geometry (Å):
O -1.67 -1.12 2.33
H -1.13 -0.33 2.14
H -2.58 -0.80 2.30
O 0.33 -2.18 1.14
H 0.91 -2.83 1.57
H -0.52 -2.26 1.62
O -3.17 1.22 -1.64
H -3.48 0.99 -2.52
H -2.96 0.37 -1.23
O 2.10 -0.21 2.63
H 1.38 -0.80 2.36
H 2.13 -0.27 3.59
O -1.29 2.63 -0.30
H -2.10 2.28 -0.73
H -1.04 3.38 -0.85
O 3.26 0.22 -0.88
H 2.44 -0.31 -0.97
H 3.91 -0.28 -1.39
O 0.21 0.26 -0.57
H 0.08 -0.35 0.17
H -0.30 1.04 -0.31
O 2.48 2.11 1.20
H 2.22 1.23 1.51
H 2.65 2.62 2.00
O 1.13 1.97 -2.48
H 0.73 2.00 -3.36
H 0.62 1.28 -2.01
O -0.82 1.55 2.29
H -0.20 1.95 2.91
H -0.82 2.15 1.52
O 1.70 -2.17 -1.31
H 2.38 -2.76 -0.96
H 0.96 -2.25 -0.69
O -0.65 -1.42 -2.82
H 0.23 -1.13 -2.54
H -1.19 -1.44 -2.00
O -2.35 -2.05 -0.81
H -2.34 -2.57 0.00
H -3.26 -1.73 -0.87